P:
Density functional theory data (wB97M-V/def2-TZVPD) for a 2-piece molecular cluster, C3H11NO overall.

## Properties
Frontier orbital gap ... 0.351 Ha
Charge ... 0
M ... 77.1 g/mol
Lowest unoccupied orbital energy ... 0.87 eV
2S+1 ... 1
Structure (SMILES) ... CN(C)C.O

Structure (XYZ):
```
16
C3H11NO | OMol25 | wB97M-V/def2-TZVPD
H -0.0554 -0.6081 -1.9445
H 0.3242 -1.9785 -0.9487
C -0.2420 -1.0428 -0.9654
N 0.1397 -0.1704 0.1098
H -1.5476 0.9611 0.1532
H 0.6122 1.6583 -0.8786
H -0.3608 -1.5207 1.6091
O -2.3429 1.4195 -0.1862
H 1.3703 1.4026 0.6874
H -2.0164 2.2648 -0.5109
H 1.9543 0.5257 -0.7384
C 0.4523 -0.8513 1.3340
H 0.5833 -0.1718 2.1646
H -1.2909 -1.3309 -0.9178
H 1.3688 -1.4616 1.2601
C 1.0510 0.9041 -0.2279
```

Q:
Density functional theory data (wB97M-V/def2-TZVPD) for a 2-piece molecular cluster, C3H11NO overall.

## Properties
Frontier orbital gap ... 0.384 Ha
Charge ... 0
M ... 77.1 g/mol
Lowest unoccupied orbital energy ... 0.91 eV
2S+1 ... 1
Structure (SMILES) ... CCOC.N

Structure (XYZ):
```
16
C3H11NO | OMol25 | wB97M-V/def2-TZVPD
H -2.7428 -0.6756 0.3401
H 0.4915 0.1958 -1.6413
O -1.4607 0.0911 -0.9999
H 1.0237 -1.3835 0.8226
H 2.1974 -1.5705 1.9479
N 2.0362 -1.3296 0.8594
H 0.7725 0.8738 0.4387
H 0.9498 2.3750 -0.3662
C -1.6341 -0.5640 0.1744
H -0.7531 1.8910 0.5704
H -1.3694 -1.6117 0.1743
C 0.1422 1.6430 -0.1601
H -1.1538 0.0383 0.9738
H 2.4641 -2.2186 0.4463
C -0.2595 0.8372 -1.3586
H -0.7040 1.4083 -2.2218
```

Which is the most stable structure? P is the most stable.

P:
Density functional theory data (wB97M-V/def2-TZVPD) for one molecule with the formula C6H5N.

## Properties
Frontier orbital gap ... 0.382 Ha
Charge ... 0
M ... 91.1 g/mol
Lowest unoccupied orbital energy ... 0.66 eV
2S+1 ... 1
Structure (SMILES) ... [H]/N=C(/C#C)CC#C

Structure (XYZ):
```
12
C6H5N | OMol25 | wB97M-V/def2-TZVPD
C -1.4901 -0.4887 -0.0919
H -3.0962 -1.6019 -1.1963
C 1.3858 -0.4280 -0.2187
C 2.1233 -1.3400 -0.4954
H 2.6985 -2.2001 -0.4544
C -0.7060 0.4743 0.7193
C -2.2524 -1.1630 -0.7254
C 0.7299 0.7672 0.0295
H -0.5687 -0.0281 1.6539
H -1.2915 1.4698 0.6337
H 1.0516 2.7529 0.2446
N 1.4159 1.7856 -0.0988
```

Q:
Density functional theory data (wB97M-V/def2-TZVPD) for one molecule with the formula C6H5N.

## Properties
Frontier orbital gap ... 0.314 Ha
Charge ... 0
M ... 91.1 g/mol
Lowest unoccupied orbital energy ... 1.05 eV
2S+1 ... 1
Structure (SMILES) ... Nc1ccc2cc1-2

Structure (XYZ):
```
12
C6H5N | OMol25 | wB97M-V/def2-TZVPD
C -0.0866 0.1182 -0.7684
C -0.3165 -0.2323 1.6430
H 0.8199 0.4224 -2.6616
N 0.0450 0.6406 -2.0065
C -0.6917 0.8536 0.3644
H 0.8230 -1.8909 1.7836
C 0.5439 -1.0329 -0.2875
C -0.8895 0.9817 1.6819
H -0.7098 1.2662 -2.2453
C 0.4543 -1.2058 1.0809
H 1.2120 -1.7178 -0.9991
H -1.2039 1.7969 2.4147
```

Which is the most stable structure? Q is the most stable.

P:
Density functional theory data (wB97M-V/def2-TZVPD) for a 2-piece molecular cluster, CH2BrFO2S overall.

## Properties
Frontier orbital gap (alpha / beta) ... 0.222 / 0.346 Ha
Charge ... 0
M ... 177.0 g/mol
Lowest unoccupied orbital energy (alpha / beta) ... -3.11 / -0.66 eV
2S+1 ... 1

Structure (XYZ):
```
8
CH2BrFO2S | OMol25 | wB97M-V/def2-TZVPD
F -0.0585 1.5166 -1.7438
O -1.1227 -1.1809 1.4346
S -0.1995 -0.1280 1.4143
H -0.9193 -0.3526 -1.4652
C -0.0033 0.2240 -1.7007
O -0.3327 1.1199 2.1144
H 0.8516 -0.1639 -2.2409
Br 1.7843 -1.0352 2.1874
```

Q:
Density functional theory data (wB97M-V/def2-TZVPD) for a 2-piece molecular cluster, CH2BrFO2S overall.

## Properties
Frontier orbital gap (alpha / beta) ... 0.290 / 0.275 Ha
Charge ... 0
M ... 177.0 g/mol
Lowest unoccupied orbital energy (alpha / beta) ... -2.04 / -2.47 eV
2S+1 ... 1

Structure (XYZ):
```
8
CH2BrFO2S | OMol25 | wB97M-V/def2-TZVPD
O 0.7905 -1.4612 1.5747
F -1.9286 -0.2495 -1.0004
C -1.1961 0.6007 -0.3399
H -0.6554 1.2834 -0.8603
Br 2.5152 0.9951 0.5537
H -1.8385 0.8913 0.4433
O 1.3627 -1.3674 -0.7684
S 0.9503 -0.6924 0.3974
```

R:
Density functional theory data (wB97M-V/def2-TZVPD) for a 2-piece molecular cluster, CH2BrFO2S overall.

## Properties
Frontier orbital gap (alpha / beta) ... 0.378 / 0.138 Ha
Charge ... 0
M ... 177.0 g/mol
Lowest unoccupied orbital energy (alpha / beta) ... -0.99 / -4.37 eV
2S+1 ... 1

Structure (XYZ):
```
8
CH2BrFO2S | OMol25 | wB97M-V/def2-TZVPD
C 1.6241 0.1930 -1.3634
F 1.2443 -0.1979 -2.5410
H 2.0392 1.1531 -1.4266
Br -1.2399 -2.1417 1.2144
O -0.5029 0.6487 1.6752
S -1.8113 0.0325 1.8877
H 1.4498 -0.3478 -0.4489
O -2.8033 0.6600 1.0029
```

Which is the most stable structure? Q is the most stable.

P:
Density functional theory data (wB97M-V/def2-TZVPD) for C6H20MnN8O6 as an isolated structure.

## Properties
Frontier orbital gap (alpha / beta) ... 0.186 / 0.187 Ha
Charge ... 0
M ... 355.2 g/mol
Lowest unoccupied orbital energy (alpha / beta) ... 0.16 / 0.16 eV
2S+1 ... 6

Structure (XYZ):
```
41
C6H20MnN8O6 | OMol25 | wB97M-V/def2-TZVPD
N 0.4379 3.5661 0.4026
H -0.8340 2.1719 -2.1790
O -0.6476 -2.8813 -0.4814
H -0.5531 3.3863 0.3275
C -1.7770 -0.1817 2.6522
N -1.2338 0.7212 3.5149
C -2.2662 1.0899 -1.5564
H 3.8447 -0.1191 0.4941
H 3.8576 -3.3622 1.2990
O 0.6477 1.4512 -0.0521
H -3.6339 -0.0474 3.5691
H 1.4028 -2.6587 -2.4007
H -1.8315 0.8360 4.3210
H -0.6414 -3.9671 -2.1974
H -0.2472 0.9359 3.4924
H 3.0091 2.0232 -0.4449
H -3.9340 1.9881 -2.0559
C 2.8070 -1.7031 0.9298
H -3.2921 -1.2041 2.2880
N 2.9896 -2.9608 0.9741
C 1.1715 2.5353 0.0818
O -1.6593 0.1398 -1.1330
C 0.5467 -1.9972 -2.5334
H 2.1926 -3.4289 1.3812
N -1.8092 2.1898 -1.9167
C -0.5917 -2.9246 -1.8829
H -1.5241 -2.5866 -2.3352
H -2.4031 2.9430 -2.2330
N -2.9780 -0.5312 2.9725
H 0.2883 -1.9591 -3.5916
H 0.7918 4.5097 0.4696
Mn 0.0766 -0.7313 -0.1751
O 0.9602 -0.7272 -2.1094
O 1.7306 -1.1759 1.0568
H 2.8023 3.7235 0.0358
N 2.4373 2.7988 -0.1422
H -4.1445 0.3069 -1.5724
N 3.9853 -1.1113 0.6205
O -1.2052 -0.5472 1.6072
N -3.5514 1.1050 -1.7494
H 4.7790 -1.6156 0.2520
```

Q:
Density functional theory data (wB97M-V/def2-TZVPD) for C6H20MnN8O6 as an isolated structure.

## Properties
Frontier orbital gap (alpha / beta) ... 0.179 / 0.180 Ha
Charge ... 0
M ... 355.2 g/mol
Lowest unoccupied orbital energy (alpha / beta) ... -0.08 / -0.08 eV
2S+1 ... 6

Structure (XYZ):
```
41
C6H20MnN8O6 | OMol25 | wB97M-V/def2-TZVPD
H -3.8570 0.0142 2.1815
N -2.9846 0.4711 1.9570
O -0.0934 1.5178 -1.9142
H -0.0389 -2.9995 3.3312
C 1.0958 2.0189 -2.4216
C 0.2355 3.0072 1.1116
H 1.3270 2.9985 -2.0032
C 0.5686 -1.4637 2.2646
H 0.9247 -3.3446 -4.0540
N 0.6886 4.0600 1.7469
H -2.8138 1.4345 2.2075
O 0.4028 -1.6327 -1.6078
H 0.9773 2.1537 -3.4968
H -0.2335 -3.2573 1.6309
H 0.3613 -1.1957 4.1718
N -0.8955 3.3022 0.5033
H 1.6127 -0.2375 3.2870
O 2.6094 0.4407 -1.0750
N -2.7562 -1.4315 1.1170
H -1.1742 2.6286 -0.1958
Mn 0.4759 0.3166 -0.3295
C 2.4736 1.0506 -2.3304
O -1.4719 0.2317 0.2406
H 0.2060 4.9225 1.5390
H 2.5059 0.1956 -3.0058
H 1.4090 3.9842 2.4508
H -2.3080 -2.1403 0.5542
N -0.3098 -3.5136 -2.2926
H -3.4235 -1.6761 1.8346
N 0.0747 -2.6618 2.3862
N 1.0092 -2.4630 -3.5685
H -0.2681 -4.3768 -2.8154
H 1.8331 -1.9151 -3.7716
C 0.3464 -2.4421 -2.5171
H -0.8859 -3.5367 -1.4634
C -2.3265 -0.2037 1.0158
H 3.3806 1.5466 -2.6759
O 0.6925 1.8592 1.1107
H -1.1045 4.2730 0.3190
N 0.9214 -0.9699 3.3623
O 0.8134 -0.9659 1.2154
```

Which is the most stable structure? P is the most stable.

P:
Density functional theory data (wB97M-V/def2-TZVPD) for C6H9NO as an isolated structure.

## Properties
Frontier orbital gap ... 0.326 Ha
Charge ... 0
M ... 111.1 g/mol
Lowest unoccupied orbital energy ... 1.02 eV
2S+1 ... 1

Structure (XYZ):
```
17
C6H9NO | OMol25 | wB97M-V/def2-TZVPD
H -0.0959 -0.8506 -1.9578
H 0.1775 2.5314 -0.3208
H -0.4020 1.3051 -1.6689
H 1.9554 -0.9537 1.0216
H -0.5574 -0.4575 2.2021
H 1.5201 0.8098 1.2898
C -0.2495 -0.3547 1.0747
H -1.5808 1.5157 0.9573
C 1.2381 -0.0720 0.7843
C 0.0204 1.3940 -0.6606
H 1.3226 -1.5277 -1.1166
C 0.4010 -0.9573 -1.1007
H -1.1699 -2.1915 0.0405
O -1.7674 -0.1453 -0.2386
N 0.9599 0.2792 -0.5257
C -0.7873 -1.1474 -0.0626
C -0.9847 0.8225 0.2820
```

Q:
Density functional theory data (wB97M-V/def2-TZVPD) for a 2-piece molecular cluster, C6H9NO overall.

## Properties
Frontier orbital gap ... 0.333 Ha
Charge ... 0
M ... 111.1 g/mol
Lowest unoccupied orbital energy ... 0.82 eV
2S+1 ... 1
Structure (SMILES) ... C=Cc1cc[nH]c1.O

Structure (XYZ):
```
17
C6H9NO | OMol25 | wB97M-V/def2-TZVPD
C -1.4739 -1.0637 1.8534
H -0.4743 -2.2462 -1.6767
N 0.0232 1.7577 -0.9963
C 1.4873 0.4471 0.0084
C 0.2186 0.1952 0.5896
H -2.2879 -0.7702 1.2074
H 2.1053 1.9856 -1.4640
C 1.3450 1.3993 -0.9661
C -0.6722 1.0135 -0.0934
H -1.6774 1.3067 0.1848
H 0.3601 -1.0036 -1.8967
H -0.3650 2.4238 -1.6302
C -0.2124 -0.7256 1.6571
O 0.3845 -1.9605 -2.0173
H 2.4510 0.0428 0.2844
H -1.8017 -1.6595 2.7007
H 0.5897 -1.1424 2.2551
```

Which is the most stable structure? Q is the most stable.

P:
Density functional theory data (wB97M-V/def2-TZVPD) for one molecule with the formula C6H9NO.

## Properties
Frontier orbital gap (alpha / beta) ... 0.274 / 0.275 Ha
Charge ... 0
M ... 111.1 g/mol
Lowest unoccupied orbital energy (alpha / beta) ... 0.19 / 0.19 eV
2S+1 ... 1
Structure (SMILES) ... C=C(N)C(=C)/C=C\O

Structure (XYZ):
```
17
C6H9NO | OMol25 | wB97M-V/def2-TZVPD
H -0.5532 -1.6332 1.4010
H -0.8635 1.7149 -2.4145
C -0.5635 1.6755 -1.3783
N -0.3415 0.1753 1.7369
H 0.1679 0.4672 2.5602
C 1.7153 0.5711 0.5460
C 0.3930 0.2629 0.5267
H -1.1616 -0.9472 -2.1878
H 2.2094 0.8954 1.4506
H -1.2766 0.5557 1.6952
C -0.1401 -1.7708 -0.4613
C -0.5138 0.5055 -0.7163
O -0.3972 -2.3439 0.7454
H 0.2222 -2.5852 -1.0931
H -0.3073 2.5980 -0.8805
C -0.8623 -0.7942 -1.1592
H 2.2729 0.6529 -0.3709
```

Q:
Density functional theory data (wB97M-V/def2-TZVPD) for a 2-piece molecular cluster, C6H9NO overall.

## Properties
Frontier orbital gap (alpha / beta) ... 0.288 / 0.288 Ha
Charge ... 0
M ... 111.1 g/mol
Lowest unoccupied orbital energy (alpha / beta) ... -0.52 / -0.52 eV
2S+1 ... 1

Structure (XYZ):
```
17
C6H9NO | OMol25 | wB97M-V/def2-TZVPD
C -3.0994 -0.8305 0.0536
H -1.5600 -2.2903 0.7602
N -3.8559 0.0836 -0.0877
H -1.2129 1.1841 -0.1374
H 1.8747 -0.8380 -1.5296
C -1.8006 -1.2645 0.5974
H 0.8895 -1.8073 0.7610
C 0.9875 -0.3529 -0.9987
O -4.9101 0.6853 -0.2878
H 1.7933 0.6606 0.6600
H -1.5618 -0.4958 1.4721
H -0.4946 2.1057 1.0694
H 0.3041 -0.2560 -1.8404
H -0.0530 2.3643 -0.5323
C 0.7959 0.4425 0.2168
C -0.2489 1.5926 0.1946
C 0.4454 -0.9729 0.1945
```

R:
Density functional theory data (wB97M-V/def2-TZVPD) for one molecule with the formula C6H9NO.

## Properties
Frontier orbital gap ... 0.366 Ha
Charge ... 0
M ... 111.1 g/mol
Lowest unoccupied orbital energy ... 1.03 eV
2S+1 ... 1
Structure (SMILES) ... C1[C@H]2N[C@@H]3C[C@H]3O[C@H]12

Structure (XYZ):
```
17
C6H9NO | OMol25 | wB97M-V/def2-TZVPD
O -0.8075 0.4111 1.3691
H 2.9472 0.0181 1.3123
H -2.4218 0.1890 -1.7222
C 0.6127 0.0208 1.1345
H -2.8146 -1.2779 -0.5873
H 0.6122 1.5863 -0.1893
C 2.0378 0.6217 1.0124
C 1.0138 0.5595 -0.1293
C -0.7286 -0.7264 -0.6815
H 2.2094 1.5812 1.2424
C -1.3111 0.3697 0.0948
H -1.0978 1.2438 -0.3761
N 0.6730 -0.3258 -1.3271
H 0.6893 -0.9823 1.2623
H 1.2061 -1.1728 -1.4300
H -0.6813 -1.6882 -0.0808
C -2.1388 -0.4281 -0.9041
```

S:
Density functional theory data (wB97M-V/def2-TZVPD) for a 3-piece molecular cluster, C6H9NO overall.

## Properties
Frontier orbital gap (alpha / beta) ... 0.296 / 0.284 Ha
Charge ... 0
M ... 111.1 g/mol
Lowest unoccupied orbital energy (alpha / beta) ... 0.60 / 0.45 eV
2S+1 ... 1

Structure (XYZ):
```
17
C6H9NO | OMol25 | wB97M-V/def2-TZVPD
H -3.6101 -0.3569 -0.6862
C 2.9750 -0.5164 0.8307
H 2.2708 -2.0214 -0.5422
C 0.3846 0.7344 -1.4170
C 2.1140 -1.1213 0.0410
H -0.5866 0.8012 -1.9084
C -1.9543 -0.0008 0.2419
H -1.7816 0.8906 2.1299
N -0.0485 -0.9572 0.5535
H 2.7018 0.3599 1.4121
H 4.0044 -0.8584 0.9397
H 0.6595 1.7134 -1.0231
H 1.1628 0.4048 -2.1057
O -2.6515 -0.3857 -0.8562
C -2.4301 0.6371 1.3042
C 0.2765 -0.2174 -0.3141
H -3.4865 0.8941 1.3998
```

Which is the most stable structure? P is the most stable.